This record from the OMol25 dataset describes a cluster of 14 separate species, C78H178N6O14 in total. The level of theory is wB97M-V/def2-TZVPD.

The geometry in ORCA input format:
```
! RIJCOSX wB97M-V def2-TZVPD def2/J DEFGRID3
* xyz 0 1
O 28.65410 -23.74479 -5.72936
O 21.35106 -18.81201 -11.60889
O 27.79567 -17.82794 1.05467
O 23.65657 -16.51916 -1.63193
O 22.57744 -11.69484 -5.58516
O 18.03682 -26.07071 0.88286
O 16.24493 -18.58012 -4.48749
O 24.23485 -28.74488 -0.05358
O 21.70484 -21.94959 2.03169
O 22.37714 -22.94458 -2.24182
O 13.90550 -25.85359 -9.05544
O 18.91802 -20.84999 2.05508
O 26.72441 -15.55049 -5.73166
O 29.15180 -23.13521 1.72593
N 22.13347 -11.80190 -4.29139
N 22.15098 -22.11270 -3.33344
N 15.17539 -26.43652 -8.63724
N 18.83565 -26.37556 -0.30124
N 24.46357 -30.03623 -0.58258
N 28.40848 -22.93906 0.57038
C 24.88508 -17.06325 -6.18257
C 16.14562 -27.93823 -6.82485
C 25.72069 -32.63568 -1.34674
C 17.26602 -28.03843 -1.23075
C 24.26948 -29.18443 -2.86069
C 23.68591 -23.33325 -4.84150
C 18.11527 -19.52730 -5.40009
C 18.36584 -19.60170 1.83312
C 20.27219 -12.65753 -2.14779
C 20.94947 -25.86348 0.94513
C 24.78705 -32.45584 -0.17395
C 29.27307 -23.21903 -0.66286
C 21.88846 -21.78058 -5.84217
C 23.59809 -31.02296 1.43783
C 28.30397 -18.34005 -0.13032
C 14.55260 -25.97763 -6.27057
C 23.81133 -17.29327 0.71147
C 19.71103 -11.74165 -5.17384
C 21.61715 -21.47595 4.28532
C 16.45512 -25.94362 -9.15387
C 21.24561 -18.45114 -9.31666
C 25.34820 -31.53479 -2.40958
C 18.05641 -26.76935 -1.46659
C 22.17165 -18.44118 -10.59429
C 26.98097 -17.84883 -4.94188
C 27.15670 -19.25654 -0.71857
C 21.16830 -23.84604 -4.73312
C 18.91819 -26.90217 -2.78417
C 28.25753 -24.61848 -6.75304
C 18.98879 -18.85776 0.65067
C 14.95615 -27.08305 -7.27123
C 27.01803 -23.57256 0.60742
C 26.62027 -29.46786 -1.78335
C 22.39900 -13.11348 -3.61441
C 20.20574 -11.23060 -2.77440
C 17.33906 -19.26465 -4.12155
C 25.16384 -30.04405 -1.95363
C 13.68070 -27.98905 -7.37340
C 26.09443 -30.63089 1.17981
C 18.30095 -18.81200 3.15088
C 26.01142 -16.70477 -5.25240
C 16.93166 -20.52750 -3.39181
C 26.19140 -23.40622 -0.76642
C 22.27243 -22.78092 -4.67533
C 28.18391 -25.99314 -6.15879
C 26.92505 -24.18687 -7.27017
C 16.60608 -24.41962 -8.84707
C 20.92802 -9.62052 -4.47177
C 19.83970 -28.23562 0.78377
C 30.50169 -22.29460 -0.55597
C 21.58252 -16.42235 -0.15710
C 23.13575 -16.32560 -0.32847
C 17.13433 -25.63544 -1.68408
C 22.61837 -20.67656 -3.22091
C 27.10949 -25.08131 0.98693
C 24.77213 -31.03354 0.44635
C 20.82091 -11.11032 -4.19922
C 21.74542 -13.19728 -2.15218
C 24.13181 -20.48349 -3.16895
C 28.35741 -17.02118 -0.98265
C 21.05860 -27.03724 -1.20800
C 22.38727 -20.32750 -5.76266
C 20.26320 -27.48060 -2.50838
C 22.01136 -20.07323 -1.86848
C 20.13220 -26.91280 0.07649
C 30.02490 -24.67253 -0.64160
C 27.07935 -23.69753 -1.96152
C 22.12163 -19.82369 -4.40768
C 26.23286 -22.78399 1.66737
C 23.38016 -20.29384 2.80325
C 23.24962 -19.53721 -10.56015
C 21.93946 -14.35035 -4.37017
C 22.61788 -21.53916 3.10223
C 17.51895 -27.25478 -7.11644
C 23.90327 -13.26040 -3.35875
C 28.38900 -22.87153 -2.00775
C 17.73036 -26.74776 -8.53961
C 16.37432 -26.10179 -10.70888
H 17.64058 -24.67592 -1.57856
H 17.64653 -26.57689 -6.27247
H 14.62951 -26.42514 -5.27965
H 17.86498 -21.04972 -3.18133
H 26.23657 -29.60538 1.52073
H 20.02120 -29.03388 0.06409
H 31.31310 -22.50957 -1.25132
H 24.97020 -33.28740 0.50654
H 20.93001 -10.59517 -2.26474
H 22.19697 -22.41054 1.34837
H 24.57015 -21.00927 -2.32070
H 16.01610 -28.93073 -7.25643
H 22.33436 -15.30043 -4.01029
H 26.80299 -32.65519 -1.21887
H 17.96621 -27.57524 -9.20877
H 20.71873 -28.36004 1.41617
H 27.38708 -16.53826 -1.09811
H 21.67768 -18.09703 -8.38070
H 21.04085 -27.41024 -3.26892
H 16.33249 -20.33606 -2.50161
H 28.11459 -21.81776 -2.05657
H 22.69921 -17.48773 -10.62097
H 21.33554 -24.69558 -4.07100
H 17.76030 -19.44500 3.85452
H 28.08616 -26.80612 -6.87825
H 26.88006 -28.99287 -0.83731
H 20.64075 -8.94135 -3.66909
H 22.25999 -19.01334 -1.81430
H 28.95295 -16.23742 -0.51452
H 16.62966 -24.26349 -7.76856
H 21.83586 -19.71219 -6.47360
H 18.91516 -25.91991 -3.25667
H 18.68206 -26.23229 -8.41056
H 13.53651 -28.49503 -8.32802
H 23.85991 -20.25376 1.82532
H 23.78863 -32.64710 -0.56723
H 17.74477 -29.01501 -1.30275
H 24.20060 -28.17596 -2.45285
H 23.66480 -31.90920 2.06889
H 24.38869 -22.54015 -5.09685
H 25.56282 -16.38080 -4.31330
H 16.05668 -18.82008 -5.39777
H 12.82278 -27.39171 -7.06477
H 22.83473 -20.53275 -10.40237
H 22.16985 -22.16300 -6.82332
H 23.22630 -17.32214 -1.93474
H 23.73894 -30.12843 2.04454
H 13.58424 -26.47659 -9.71138
H 19.98639 -28.53299 -2.44553
H 26.52722 -18.79405 -5.23980
H 30.17903 -21.25359 -0.53858
H 22.59354 -20.49143 -1.04735
H 28.65574 -17.36820 -1.97194
H 20.05245 -18.63447 0.56790
H 18.75940 -19.35133 -0.29372
H 25.39942 -24.15403 -0.72594
H 22.91809 -10.79879 -5.63670
H 28.10467 -16.95473 1.30687
H 25.26217 -23.27637 1.60873
H 23.32780 -22.36542 3.13981
H 21.03390 -19.75370 -4.41488
H 23.23829 -29.46400 -3.07651
H 22.02014 -26.06245 0.99191
H 16.45950 -27.14646 -11.00806
H 22.75331 -19.40238 2.82421
H 26.48338 -24.99480 -7.85350
H 25.65628 -33.69227 -1.60665
H 20.80860 -21.63222 -5.84615
H 17.93389 -25.11658 0.85751
H 19.98489 -12.49254 -1.10936
H 26.99178 -30.77551 0.57818
H 23.49817 -17.06139 1.72944
H 26.17917 -31.27462 2.05533
H 21.72021 -27.89355 -1.07724
H 29.29354 -23.11784 -6.07525
H 23.48350 -18.30835 0.48734
H 24.21628 -17.83063 -5.79277
H 23.47383 -15.34406 0.00377
H 23.87112 -19.75983 -11.42748
H 21.72218 -14.20274 -1.73191
H 17.57994 -24.15036 -9.25595
H 13.77330 -28.78448 -6.63393
H 26.26278 -23.84864 -6.47324
H 20.84748 -20.73258 4.07765
H 19.16427 -10.91060 -2.74215
H 27.28916 -24.76527 -2.02483
H 20.69400 -24.82195 0.75005
H 19.85177 -20.78685 2.26891
H 25.30055 -17.23521 -7.17550
H 16.67696 -25.60023 -2.67285
H 27.31936 -15.25753 -5.03752
H 26.19117 -21.71560 1.45548
H 18.42888 -27.57053 -3.49267
H 16.34636 -21.17916 -4.04054
H 20.52836 -26.06664 1.92975
H 26.96525 -23.41794 -8.04169
H 29.02021 -24.52922 -7.52663
H 17.58895 -20.24848 -6.02539
H 20.49934 -17.73777 -9.66639
H 26.10569 -31.77464 -3.15574
H 31.03173 -22.29194 0.39648
H 19.43913 -13.24679 -2.53102
H 17.66395 -17.93800 3.01498
H 22.19355 -14.37793 -5.42979
H 29.29761 -25.41874 -0.96146
H 16.78024 -28.04465 -0.25500
H 18.29031 -28.01768 -7.01113
H 26.54464 -23.42633 -2.87181
H 26.21420 -25.63881 1.26219
H 27.76510 -25.30372 1.82883
H 18.89875 -28.39057 1.31172
H 27.40598 -30.18327 -2.02614
H 29.27505 -18.83435 -0.10248
H 27.03316 -20.15115 -0.10823
H 27.52531 -19.69221 -1.64723
H 15.34345 -25.22838 -6.30637
H 24.55605 -13.22716 -4.23103
H 29.12933 -26.09965 -5.62687
H 27.60127 -25.74911 0.27962
H 30.83493 -24.67997 -1.37091
H 18.47388 -18.68618 -5.99339
H 22.22064 -12.50499 -1.45719
H 21.55445 -23.36564 -1.98202
H 27.34423 -18.09457 -3.94399
H 21.18406 -22.47302 4.36518
H 24.22730 -16.19817 -6.26664
H 24.10364 -19.38163 -9.90095
H 17.32840 -19.88620 1.65742
H 28.95042 -22.99702 -2.93359
H 30.22949 -24.91130 0.40207
H 20.88603 -14.49666 -4.60895
H 16.16554 -28.09667 -5.74661
H 27.25171 -26.03153 -5.59519
H 19.48567 -12.79077 -4.98241
H 15.76715 -23.87122 -9.27552
H 24.68215 -20.71419 -4.08109
H 17.24260 -25.52429 -11.02621
H 25.83035 -22.37999 -0.83413
H 24.31026 -19.41545 -3.04441
H 24.11741 -14.25837 -2.97625
H 21.15149 -24.25378 -5.74384
H 22.41070 -18.77620 -4.32222
H 26.88077 -28.74149 -2.55318
H 23.29687 -28.65962 -0.23940
H 21.08370 -15.45698 -0.07142
H 27.88035 -17.72679 -5.54546
H 17.89882 -18.65056 -3.41608
H 28.99180 -22.28824 2.14859
H 24.46881 -31.90075 -2.93951
H 21.90361 -9.26503 -4.80333
H 23.67517 -24.02942 -5.68013
H 15.45511 -25.71789 -11.15134
H 24.80027 -29.13566 -3.81147
H 13.65841 -25.41554 -6.53997
H 24.05086 -20.12760 3.64623
H 20.94193 -20.22219 -1.71931
H 22.07705 -21.05025 5.17715
H 23.43530 -20.35217 -6.06118
H 24.26772 -12.51874 -2.64796
H 16.47899 -28.07050 -1.98418
H 24.88084 -17.41662 0.54113
H 26.20145 -18.77782 -0.93404
H 20.19367 -23.37280 -4.61379
H 23.98936 -23.95519 -3.99936
H 19.27809 -18.45772 3.47919
H 21.07734 -16.92927 -0.97925
H 18.99413 -20.11864 -5.14313
H 19.90432 -11.63414 -6.24116
H 21.82208 -18.84770 -12.44463
H 21.58431 -26.12565 -1.49219
H 22.59609 -31.10644 1.01698
H 26.50134 -22.75166 2.72330
H 16.32351 -25.57591 -0.95805
H 20.21900 -9.30362 -5.23661
H 20.76827 -19.39638 -9.05829
H 18.82498 -11.10850 -5.12762
H 18.46688 -17.90084 0.65613
H 21.24917 -16.97634 0.72043
*
```

***

This record from the OMol25 dataset describes a cluster of 2 separate species, C4H12N2P in total. The level of theory is wB97M-V/def2-TZVPD.

The geometry in ORCA input format:
```
! RIJCOSX wB97M-V def2-TZVPD def2/J DEFGRID3
* xyz 1 1
P 2.81123 0.35328 -0.02788
N 0.31750 -2.01695 0.32184
N 1.20212 1.08394 -0.35775
C -1.69408 1.23385 -0.39880
C -1.20282 0.93513 0.98971
C -0.50766 -1.19947 -0.51937
C -0.63645 0.19590 -0.13670
H 2.41214 -1.06057 -0.00922
H 1.19804 1.16608 -1.45349
H -1.79846 0.26805 1.56292
H -0.58799 1.73739 1.36394
H 2.62477 0.49598 1.45433
H 0.67989 -2.86130 -0.22764
H -2.81419 1.06255 -0.69829
H 1.06609 1.95769 0.07241
H -1.60998 -1.57586 -0.69202
H -1.19936 2.05948 -0.89329
H -0.12191 -2.35107 1.17165
H -0.13889 -1.48409 -1.52236
*
```

***

Number 1: F_max 0.0847 Eh/bohr, E -121362.117 eV. Number 2: F_max 0.1062 Eh/bohr, E -16601.284 eV.